[1]
Entry from the Open Molecules 2025 dataset: a 2-piece molecular cluster, C5H12N2O overall (the ωB97M-V functional and the def2-TZVPD basis).

Summary:
- Maximum force: 0.01703 Eh/bohr
- Energy above the lowest of the compared OMol25 structures with the same formula, charge and spin: 4.358 eV
- Electronic energy: -382.34237 a.u.
- HOMO-LUMO gap: 0.2832 hartree
- LUMO energy: 0.82 eV
- Multiplicity: 1
- E_HOMO: -6.89 eV

Last column: Löwdin charge in e.
Positions of all 20 atoms, in Å:
C: 0.96 0.03 -0.39  -0.51
C: -1.38 -0.30 1.41  -0.29
C: -1.27 0.65 -0.77  -0.07
C: 0.86 -0.24 0.96  -0.04
C: 1.58 1.32 -0.88  -0.08
N: -1.79 -0.24 0.12  -0.06
N: 1.17 -1.06 -1.29  0.06
O: -1.84 -1.39 2.12  -0.01
H: -1.08 -1.87 2.47  0.09
H: -2.05 -1.15 -0.25  0.15
H: -1.36 0.64 1.95  0.13
H: 0.87 -0.85 -2.23  0.07
H: 0.74 -1.92 -0.98  0.07
H: -1.59 0.52 -1.80  0.07
H: -1.18 1.67 -0.42  0.07
H: 0.97 -1.27 1.30  0.07
H: 1.16 0.51 1.68  0.07
H: 1.34 2.14 -0.21  0.07
H: 1.23 1.59 -1.88  0.07
H: 2.67 1.22 -0.93  0.08


[2]
Entry from the Open Molecules 2025 dataset: a 2-piece molecular cluster, C4H7NO overall (the ωB97M-V functional and the def2-TZVPD basis).

Summary:
- Maximum force: 0.01249 Eh/bohr
- Energy above the lowest of the compared OMol25 structures with the same formula, charge and spin: 6.475 eV
- Electronic energy: -286.39369 a.u.
- HOMO-LUMO gap (spin up / spin down): 0.3163 / 0.3173 hartree
- LUMO energy (spin up / spin down): -1.27 / -1.20 eV
- Multiplicity: 1
- E_HOMO (spin up / spin down): -9.88 / -9.84 eV

Last column: Löwdin charge in e.
Positions of all 13 atoms, in Å:
C: 2.09 0.15 -0.63  -0.13
N: 0.77 -0.31 -1.02  0.01
C: -1.79 1.42 0.90  0.18
C: -0.06 -0.58 -0.10  -0.21
C: -1.41 -1.10 -0.46  -0.28
O: -2.17 -1.55 0.37  0.03
H: 2.32 1.06 -1.18  0.08
H: 2.82 -0.61 -0.93  0.08
H: 2.19 0.33 0.45  0.08
H: -2.35 0.89 1.70  -0.05
H: -0.93 1.86 1.46  -0.05
H: 0.16 -0.50 0.98  0.12
H: -1.65 -1.06 -1.54  0.13


[3]
Entry from the Open Molecules 2025 dataset: one molecule with the formula C3H4ClF in a non-equilibrium geometry (the ωB97M-V functional and the def2-TZVPD basis).

Summary:
- Maximum force: 0.04745 Eh/bohr
- Energy above the lowest of the compared OMol25 structures with the same formula, charge and spin: 0.995 eV
- Electronic energy: -676.70492 a.u.
- HOMO-LUMO gap: 0.4086 hartree
- LUMO energy: 1.14 eV
- Multiplicity: 1
- E_HOMO: -9.98 eV

Last column: Löwdin charge in e.
Positions of all 9 atoms, in Å:
F: -1.19 -1.63 0.12  -0.02
C: 0.03 -1.06 0.32  -0.32
C: -0.20 0.44 0.20  -0.10
C: 0.48 -0.26 -0.94  -0.60
Cl: 2.24 -0.21 -1.09  0.59
H: 0.58 -1.45 1.19  0.15
H: -1.22 0.69 0.28  0.10
H: 0.48 1.03 0.81  0.10
H: 0.17 -0.61 -1.92  0.10


[4]
Entry from the Open Molecules 2025 dataset: a 2-piece molecular cluster, C4H8O overall (the ωB97M-V functional and the def2-TZVPD basis).

Summary:
- Maximum force: 0.00972 Eh/bohr
- Energy above the lowest of the compared OMol25 structures with the same formula, charge and spin: 4.307 eV
- Electronic energy: -232.28735 a.u.
- HOMO-LUMO gap: 0.3482 hartree
- LUMO energy: 0.73 eV
- Multiplicity: 1
- E_HOMO: -8.74 eV

Last column: Löwdin charge in e.
Positions of all 13 atoms, in Å:
O: 2.37 0.43 -0.55  -0.08
C: 2.02 -0.50 -1.40  -0.01
C: -0.31 -0.28 0.76  -0.21
C: -1.71 0.20 0.53  -0.15
C: -0.65 0.45 -0.50  -0.20
H: 2.08 0.28 0.37  0.08
H: 1.50 -1.28 -0.78  -0.01
H: 0.28 0.23 1.52  0.10
H: -0.12 -1.35 0.68  0.09
H: -2.06 1.05 1.11  0.10
H: -2.47 -0.55 0.32  0.10
H: -0.26 1.46 -0.62  0.10
H: -0.67 -0.13 -1.43  0.10


[5]
Entry from the Open Molecules 2025 dataset: C25H51N4O2Si4SrTe as an isolated structure in a non-equilibrium geometry (the ωB97M-V functional and the def2-TZVPD basis).

Summary:
- Maximum force: 0.05465 Eh/bohr
- Charge: -1
- Electronic energy: -2809.62684 a.u.
- HOMO-LUMO gap: 0.2363 hartree
- LUMO energy: 2.21 eV
- Multiplicity: 1
- E_HOMO: -4.22 eV

Last column: Löwdin charge in e.
Positions of all 88 atoms, in Å:
Sr: 0.55 -1.19 -2.94  1.31
C: -2.10 -2.64 -6.40  -0.06
C: -1.25 -2.83 -5.18  -0.53
O: -0.26 -1.98 -5.08  -0.29
C: -1.58 -3.89 -4.34  -0.07
C: -0.87 -4.35 -3.18  -0.34
C: -1.11 -5.76 -2.66  -0.05
N: 0.01 -3.54 -2.64  -0.13
N: 0.69 -4.06 -1.53  0.04
C: 1.86 -3.47 -1.40  -0.53
O: 2.34 -2.56 -2.17  -0.28
C: 2.68 -3.77 -0.15  -0.14
C: 2.22 -3.88 1.17  -0.04
C: 3.11 -3.96 2.23  -0.11
C: 4.48 -3.96 2.04  -0.11
C: 4.92 -4.01 0.72  -0.10
C: 4.06 -3.79 -0.36  -0.04
H: -1.56 -3.12 -7.19  0.07
H: -2.30 -1.59 -6.61  0.07
H: -3.04 -3.16 -6.35  0.06
H: -2.37 -4.53 -4.76  0.09
H: -0.24 -6.23 -2.16  0.07
H: -1.48 -6.40 -3.47  0.06
H: -1.87 -5.70 -1.86  0.08
H: 1.15 -3.81 1.27  0.10
H: 2.70 -4.07 3.23  0.09
H: 5.21 -3.96 2.85  0.09
H: 5.99 -4.18 0.52  0.09
H: 4.46 -3.72 -1.34  0.10
C: -1.85 3.96 2.03  -0.21
Si: -0.10 3.86 1.24  0.32
C: 1.07 5.05 2.14  -0.22
C: -0.20 4.44 -0.51  -0.22
Si: 0.67 1.67 1.42  -0.06
Te: -0.35 -0.19 0.19  0.35
Si: 0.14 1.06 3.64  0.36
C: 0.99 -0.51 4.25  -0.21
C: -1.71 0.63 3.44  -0.26
C: 0.45 2.45 4.95  -0.21
Si: 3.05 1.63 1.44  0.35
C: 3.62 2.44 3.05  -0.22
C: 3.64 -0.14 1.14  -0.21
C: 3.82 2.72 0.10  -0.22
H: -2.19 5.00 2.07  0.02
H: -1.91 3.56 3.03  0.00
H: -2.61 3.40 1.44  0.02
H: 0.74 6.07 1.82  0.04
H: 2.11 5.02 1.89  0.00
H: 0.97 4.96 3.23  0.01
H: -0.60 5.43 -0.51  0.02
H: -0.99 3.79 -0.94  0.01
H: 0.72 4.32 -1.06  0.03
H: 0.39 -1.38 4.03  0.02
H: 1.06 -0.48 5.32  0.01
H: 2.01 -0.73 3.96  0.01
H: -1.75 -0.18 2.73  -0.06
H: -2.28 1.47 3.07  -0.01
H: -2.16 0.26 4.36  0.02
H: 1.49 2.40 5.33  0.03
H: -0.16 2.16 5.81  0.02
H: 0.20 3.39 4.59  -0.04
H: 3.78 1.73 3.88  0.03
H: 3.00 3.24 3.39  -0.01
H: 4.62 2.84 2.82  0.02
H: 3.19 -0.85 1.88  0.03
H: 4.70 -0.26 1.21  0.01
H: 3.24 -0.45 0.17  0.02
H: 3.60 3.77 0.24  0.01
H: 3.60 2.43 -0.92  0.02
H: 4.86 2.45 0.24  0.01
C: -4.24 0.40 -0.55  -0.06
C: -3.89 1.20 -1.81  -0.64
C: -5.04 1.01 -2.81  -0.07
C: -3.82 2.68 -1.48  -0.06
N: -2.59 0.92 -2.48  -0.10
N: -2.27 -0.40 -2.87  -0.04
H: -5.24 0.64 -0.29  0.07
H: -3.52 0.55 0.24  0.04
H: -4.14 -0.69 -0.71  0.08
H: -6.07 1.28 -2.47  0.09
H: -5.04 -0.08 -2.94  0.07
H: -4.88 1.52 -3.77  0.08
H: -4.72 3.01 -0.93  0.10
H: -3.63 3.23 -2.40  0.09
H: -3.03 2.83 -0.77  0.04
H: -1.87 1.29 -1.86  0.02
H: -2.68 -0.59 -3.77  0.08
H: -2.62 -1.11 -2.23  0.06


[6]
Entry from the Open Molecules 2025 dataset: an isolated ion of composition C3H7O2SSi and charge -1 in a non-equilibrium geometry (the ωB97M-V functional and the def2-TZVPD basis).

Summary:
- Maximum force: 0.03832 Eh/bohr
- Charge: -1
- Energy above the lowest of the compared OMol25 structures with the same formula, charge and spin: 0.922 eV
- Electronic energy: -956.67170 a.u.
- HOMO-LUMO gap: 0.2805 hartree
- LUMO energy: 3.76 eV
- Multiplicity: 1
- E_HOMO: -3.87 eV

Last column: Löwdin charge in e.
Positions of all 14 atoms, in Å:
C: -1.00 1.91 1.25  -0.59
C: 0.32 -1.54 -1.46  -0.32
C: -1.04 0.62 0.68  -0.25
O: -1.78 1.83 0.19  0.04
O: -0.64 2.72 2.04  0.11
Si: 0.43 0.10 -0.47  0.27
S: 1.51 -1.33 1.29  0.14
H: -0.69 -1.92 -1.51  0.01
H: 0.66 -1.35 -2.47  0.00
H: 0.95 -2.31 -1.03  -0.04
H: -1.70 -0.11 1.12  0.10
H: -0.10 0.97 -1.62  -0.05
H: 1.66 0.88 -0.30  -0.07
H: 1.42 -0.47 2.30  -0.33


[7]
Entry from the Open Molecules 2025 dataset: C33H40N6OSc as an isolated structure in a non-equilibrium geometry (the ωB97M-V functional and the def2-TZVPD basis).

Summary:
- Maximum force: 0.16138 Eh/bohr
- Charge: -1
- Electronic energy: -2445.72147 a.u.
- HOMO-LUMO gap (spin up / spin down): 0.2048 / 0.1711 hartree
- LUMO energy (spin up / spin down): 2.56 / 2.56 eV
- Multiplicity: 1
- E_HOMO (spin up / spin down): -3.01 / -2.10 eV

Last column: Löwdin charge in e.
Positions of all 81 atoms, in Å:
Sc: 0.00 0.09 0.78  1.24
N: -4.30 0.88 2.49  0.03
N: 1.60 2.00 2.18  -0.03
C: 0.60 -0.75 -1.72  -0.29
C: -0.52 0.13 -1.79  -0.32
C: -1.70 -0.64 -1.44  -0.28
C: -3.04 -0.16 -1.40  -0.03
H: -3.20 0.82 -1.83  0.07
H: -3.31 0.16 -0.02  0.04
H: -3.83 -0.90 -1.60  0.09
C: -1.27 -1.96 -1.10  -0.26
C: -2.20 -3.05 -0.75  -0.04
H: -2.99 -3.16 -1.51  0.08
H: -2.70 -2.87 0.21  0.08
H: -1.67 -4.00 -0.68  0.07
C: 0.13 -2.03 -1.26  -0.25
C: 0.93 -3.26 -1.09  -0.05
H: 0.78 -3.68 -0.08  0.08
H: 2.00 -3.07 -1.22  0.07
H: 0.64 -4.05 -1.81  0.08
C: -0.54 1.49 -2.38  -0.06
H: -0.80 1.47 -3.46  0.09
H: 0.43 1.98 -2.29  0.05
H: -1.28 2.13 -1.89  0.07
C: 1.93 -0.47 -2.31  -0.04
H: 2.71 -1.12 -1.89  0.07
H: 2.23 0.57 -2.11  0.06
H: 1.96 -0.60 -3.41  0.09
C: -4.50 0.21 3.60  -0.19
H: -5.44 -0.36 3.57  0.09
C: -3.61 0.27 4.67  -0.15
H: -3.92 -0.19 5.59  0.07
C: -2.41 0.95 4.49  -0.14
H: -1.77 1.10 5.38  0.10
C: -2.05 1.35 3.21  -0.05
H: -1.12 1.96 3.05  0.08
C: -3.04 0.99 2.14  -0.48
C: -3.13 1.11 0.79  -0.06
H: -2.25 1.76 0.46  0.02
C: 2.10 1.53 1.13  -0.32
C: 1.21 3.29 1.79  -0.13
H: 0.30 3.83 2.02  0.09
C: 2.27 3.75 1.07  -0.07
H: 2.76 4.71 1.00  0.10
N: 2.88 2.55 0.61  -0.03
C: 3.83 2.26 -0.32  -0.16
C: 3.87 3.08 -1.46  -0.20
C: 4.92 2.78 -2.32  -0.01
H: 5.11 3.45 -3.15  0.11
C: 5.72 1.65 -2.06  -0.29
C: 6.92 1.43 -2.91  -0.08
H: 7.10 0.35 -3.01  0.07
H: 7.80 1.89 -2.45  0.08
H: 6.75 1.88 -3.89  0.07
C: 5.46 0.74 -1.02  -0.01
H: 6.09 -0.15 -0.86  0.12
C: 4.42 1.00 -0.15  -0.19
C: 3.98 0.04 0.91  -0.08
H: 4.00 0.42 1.94  0.07
H: 4.68 -0.81 0.92  0.08
H: 2.99 -0.43 0.74  0.05
C: 2.85 4.13 -1.74  -0.04
H: 2.77 4.89 -0.95  0.05
H: 1.83 3.75 -1.92  0.08
H: 3.15 4.65 -2.65  0.07
C: -2.01 -3.29 3.68  -0.01
N: -0.72 -2.57 3.65  -0.06
C: 0.22 -2.87 4.61  -0.13
C: 1.40 -2.17 4.63  -0.06
C: 1.56 -1.12 3.71  -0.40
N: 0.76 -1.06 2.61  0.07
C: -0.40 -1.75 2.64  -0.49
O: -1.20 -1.49 1.66  -0.10
N: 2.44 -0.12 3.85  0.12
H: -1.85 -4.36 3.48  0.09
H: -2.68 -2.87 2.93  0.08
H: -2.46 -3.19 4.68  0.09
H: -0.08 -3.64 5.32  0.09
H: 2.15 -2.35 5.39  0.09
H: 3.00 -0.08 4.68  0.09
H: 2.19 0.78 3.38  0.05


[8]
Entry from the Open Molecules 2025 dataset: C12H35N3O5Ti as an isolated structure in a non-equilibrium geometry (the ωB97M-V functional and the def2-TZVPD basis).

Summary:
- Maximum force: 0.05858 Eh/bohr
- Charge: -1
- Energy above the lowest of the compared OMol25 structures with the same formula, charge and spin: 0.000 eV
- Electronic energy: -1867.95995 a.u.
- HOMO-LUMO gap (spin up / spin down): 0.1072 / 0.2284 hartree
- LUMO energy (spin up / spin down): 2.75 / 2.68 eV
- Multiplicity: 4
- E_HOMO (spin up / spin down): -0.17 / -3.54 eV
- ⟨S²⟩: 3.753

Last column: Löwdin charge in e.
Positions of all 56 atoms, in Å:
Ti: -0.32 -1.23 0.13  0.68
O: 0.23 -3.60 1.03  -0.52
H: 0.96 -3.24 0.48  -0.19
O: -0.01 -0.50 2.33  -0.52
H: 0.96 -0.49 2.22  -0.12
C: 3.48 1.87 0.19  -0.08
C: 2.71 2.27 1.45  -0.40
C: 3.03 3.73 1.94  -0.17
O: 4.40 3.82 2.40  -0.21
C: 5.00 5.16 2.26  -0.08
N: 1.30 1.99 1.14  0.01
H: 4.48 2.24 0.40  0.06
H: 3.02 2.36 -0.67  0.07
H: 3.60 0.80 0.03  0.06
H: 2.89 1.49 2.19  0.13
H: 2.37 3.93 2.79  0.12
H: 2.84 4.39 1.11  0.12
H: 5.79 5.32 3.00  0.07
H: 4.25 5.93 2.41  0.08
H: 5.55 5.19 1.32  0.08
H: 0.76 2.35 1.92  0.07
H: 1.00 1.03 1.29  -0.01
C: -3.99 -1.05 -0.40  -0.07
C: -3.17 -2.11 0.27  -0.39
C: -4.04 -3.37 0.61  -0.20
O: -5.24 -3.03 1.27  -0.21
C: -6.32 -3.95 1.08  -0.09
N: -2.15 -2.52 -0.74  -0.02
H: -4.99 -0.96 0.02  0.07
H: -4.15 -1.32 -1.45  0.07
H: -3.49 -0.08 -0.43  0.07
H: -2.72 -1.77 1.21  0.13
H: -3.49 -4.10 1.20  0.13
H: -4.28 -3.90 -0.31  0.11
H: -7.17 -3.64 1.68  0.08
H: -5.99 -4.94 1.39  0.08
H: -6.56 -4.00 0.02  0.08
H: -2.69 -2.73 -1.57  0.07
H: -1.71 -3.35 -0.39  0.05
C: 0.24 1.91 -3.09  -0.08
C: -0.09 0.67 -2.27  -0.42
C: 1.27 -0.19 -2.05  -0.19
O: 1.06 -1.59 -1.84  -0.26
C: 2.20 -2.36 -1.59  -0.15
N: -0.61 1.07 -1.01  -0.01
H: -0.75 2.36 -3.21  0.07
H: 0.66 1.62 -4.04  0.07
H: 0.88 2.67 -2.63  0.08
H: -0.85 0.08 -2.78  0.13
H: 1.82 0.33 -1.27  0.08
H: 1.89 -0.04 -2.93  0.11
H: 2.91 -2.47 -2.41  0.08
H: 1.83 -3.33 -1.26  0.08
H: 2.78 -2.06 -0.72  0.08
H: 0.02 1.69 -0.50  0.04
H: -1.39 1.66 -1.24  0.08